(1)
Molecular formula: C5H5N4S
Method: DFT, ωB97M-V with the def2-TZVPD basis set

Each atom is followed by the atoms it is bonded to, with distances in Å.
Geometry (Å):
1 C 0.96 0.04 0.85  C2 1.300, C4 1.474, H11 1.082
2 C 0.87 -1.24 0.63  C1 1.300, N8 1.488, H12 1.175
3 C -0.99 1.51 0.28  C4 1.352, N6 1.227
4 C 0.28 1.10 0.08  C1 1.474, C3 1.352, N9 1.394
5 C -1.15 -1.44 -0.52  N7 1.174, N8 1.228
6 N -2.20 1.38 0.36  C3 1.227, S10 1.505
7 N -2.27 -1.10 -0.48  C5 1.174, S10 1.794
8 N -0.01 -1.88 -0.39  C2 1.488, C5 1.228, H13 0.992
9 N 1.05 1.66 -0.94  C4 1.394, H14 1.053, H15 1.031
10 S -3.23 0.32 0.06  N6 1.505, N7 1.794
11 H 1.84 0.39 1.37  C1 1.082
12 H 1.53 -1.98 1.25  C2 1.175
13 H 0.20 -2.83 -0.60  N8 0.992
14 H 2.07 1.41 -0.80  N9 1.053
15 H 1.02 2.67 -1.14  N9 1.031

2S+1: 1
Charge: +1
E_HOMO (eV): -12.45
E (eV): -22049.856
Orbital gap (eV): 7.79
ΔE to the lowest compared entry with this formula, charge and spin (eV): 3.719
LUMO energy (eV): -4.7

---

(2)
Molecular formula: C5H5N5
Method: DFT, ωB97M-V with the def2-TZVPD basis set

Each atom is followed by the atoms it is bonded to, with distances in Å.
Geometry (Å):
1 C -1.30 -0.92 -0.88  H8 1.079, N11 1.371, N12 1.270
2 C 0.76 -0.55 0.21  C3 1.465, C4 1.557, H9 1.135, N12 1.455
3 C 2.14 -0.94 -0.07  C2 1.465, N13 1.180
4 C 0.68 0.99 0.42  C2 1.557, C5 1.461, N14 1.259
5 C 0.73 1.77 -0.81  C4 1.461, N15 1.181
6 H -1.64 0.23 0.79  N11 0.975
7 H -3.05 -0.31 0.07  N11 1.017
8 H -1.85 -1.25 -1.74  C1 1.079
9 H 0.48 -0.93 1.24  C2 1.135
10 H 0.60 0.78 2.28  N14 1.060
11 N -2.04 -0.38 0.15  C1 1.371, H6 0.975, H7 1.017
12 N -0.04 -1.05 -0.90  C1 1.270, C2 1.455
13 N 3.24 -1.19 -0.42  C3 1.180
14 N 0.56 1.54 1.55  C4 1.259, H10 1.060
15 N 0.74 2.22 -1.90  C5 1.181

2S+1: 1
Charge: 0
E_HOMO (eV): -10.44
E (eV): -12714.390
Orbital gap (eV): 9.87
ΔE to the lowest compared entry with this formula, charge and spin (eV): 3.188
LUMO energy (eV): -0.6

---

(3)
Molecular formula: C5H5N5O2
Method: DFT, ωB97M-V with the def2-TZVPD basis set

Each atom is followed by the atoms it is bonded to, with distances in Å.
Geometry (Å):
1 O -0.09 -1.17 3.49  C5 1.189
2 O 3.05 -0.21 0.60  C6 1.270
3 N 0.45 0.52 -1.59  C7 1.350, C12 1.436
4 N -0.88 -0.52 1.52  C5 1.376, C8 1.282
5 C 0.13 -0.96 2.34  O1 1.189, N4 1.376, N10 1.383
6 C 1.79 -0.37 0.70  O2 1.270, N10 1.364, C12 1.560
7 C -0.87 0.80 -1.55  N3 1.350, N9 1.341, N11 1.403
8 C -0.56 -0.23 0.31  N4 1.282, N11 1.328, C12 1.522
9 N -1.44 1.56 -2.50  C7 1.341, H13 1.047, H14 1.016
10 N 1.44 -0.71 1.97  C5 1.383, C6 1.364, H15 0.992
11 N -1.53 0.30 -0.42  C7 1.403, C8 1.328, H16 1.048
12 C 0.75 -0.33 -0.46  N3 1.436, C6 1.560, C8 1.522, H17 1.096
13 H -2.35 1.19 -2.85  N9 1.047
14 H -0.74 1.91 -3.14  N9 1.016
15 H 2.13 -1.25 2.43  N10 0.992
16 H -2.34 0.77 0.06  N11 1.048
17 H 1.03 -1.30 -0.90  C12 1.096

2S+1: 1
Charge: 0
E_HOMO (eV): -9.46
E (eV): -16810.940
Orbital gap (eV): 9.44
ΔE to the lowest compared entry with this formula, charge and spin (eV): 1.131
LUMO energy (eV): 0.0

---

(4)
Molecular formula: C5H5NO
Method: DFT, ωB97M-V with the def2-TZVPD basis set

Each atom is followed by the atoms it is bonded to, with distances in Å.
Geometry (Å):
1 N -1.12 -1.90 -2.04  C2 1.155
2 C -0.87 -1.43 -1.02  N1 1.155, C3 1.474
3 C -0.55 -0.81 0.28  C2 1.474, O4 1.422, C7 1.544, H8 1.096
4 O 0.80 -0.99 0.67  C3 1.422, C5 1.457
5 C 1.02 0.45 0.72  O4 1.457, C6 1.435, C7 1.548, H9 1.088
6 C 1.19 1.20 -0.48  C5 1.435, C7 1.860, H11 1.105
7 C -0.44 0.73 0.28  C3 1.544, C5 1.548, C6 1.860, H10 1.140, H12 1.087
8 H -1.24 -1.18 1.04  C3 1.096
9 H 1.41 0.78 1.68  C5 1.088
10 H -0.37 1.31 -0.70  C7 1.140
11 H 1.19 0.50 -1.34  C6 1.105
12 H -1.08 1.36 0.90  C7 1.087

2S+1: 1
Charge: 0
E_HOMO (eV): -9.48
E (eV): -8798.031
Orbital gap (eV): 10.09
ΔE to the lowest compared entry with this formula, charge and spin (eV): 5.388
LUMO energy (eV): 0.6

---

(5)
Molecular formula: C5H5NO
Method: DFT, ωB97M-V with the def2-TZVPD basis set

Each atom is followed by the atoms it is bonded to, with distances in Å.
Geometry (Å):
1 O 0.41 1.04 -1.88  C2 1.355, H8 0.968
2 C 0.29 1.26 -0.55  O1 1.355, C6 1.325, H9 1.087
3 C -1.62 -0.90 -0.06  C4 1.309, H10 1.083, H11 1.085
4 C -0.62 -1.22 0.71  C3 1.309, N5 1.227
5 N 0.42 -1.33 1.37  C4 1.227, C7 1.469
6 C 1.09 0.77 0.39  C2 1.325, C7 1.312
7 C 1.33 -0.19 1.25  N5 1.469, C6 1.312, H12 1.085
8 H 1.09 0.37 -2.02  O1 0.968
9 H -0.51 1.96 -0.33  C2 1.087
10 H -2.46 -0.34 0.32  C3 1.083
11 H -1.59 -1.15 -1.12  C3 1.085
12 H 2.18 -0.26 1.93  C7 1.085

2S+1: 1
Charge: 0
E_HOMO (eV): -9.32
E (eV): -8799.674
Orbital gap (eV): 9.87
ΔE to the lowest compared entry with this formula, charge and spin (eV): 3.745
LUMO energy (eV): 0.5

---

(6)
Molecular formula: C5H5NO
Method: DFT, ωB97M-V with the def2-TZVPD basis set

Each atom is followed by the atoms it is bonded to, with distances in Å.
Geometry (Å):
1 O 1.54 -1.93 1.07  C2 1.204
2 C 0.89 -0.92 0.97  O1 1.204, C3 1.494, H8 1.111
3 C -0.27 -0.80 0.03  C2 1.494, C4 1.499, C5 1.524, H9 1.086
4 C -1.23 0.34 0.20  C3 1.499, C5 1.500, H10 1.087, H11 1.085
5 C -0.23 0.39 -0.92  C3 1.524, C4 1.500, C6 1.447, H12 1.086
6 C 0.90 1.29 -0.84  C5 1.447, N7 1.157
7 N 1.82 1.98 -0.73  C6 1.157
8 H 1.12 -0.01 1.57  C2 1.111
9 H -0.62 -1.74 -0.38  C3 1.086
10 H -1.07 1.02 1.03  C4 1.087
11 H -2.27 0.17 -0.07  C4 1.085
12 H -0.59 0.21 -1.93  C5 1.086

2S+1: 1
Charge: 0
E_HOMO (eV): -10.33
E (eV): -8802.061
Orbital gap (eV): 11.03
ΔE to the lowest compared entry with this formula, charge and spin (eV): 1.358
LUMO energy (eV): 0.7

---

> Which of these has the highest charge?

C5H5N4S